{
  "formula": "C36H25F6N6O6S2Sc",
  "method": "ωB97M-V with the def2-TZVPD basis set",
  "charge": 0,
  "orbital_gap_ha": 0.2118,
  "total_energy_ev": -117637.6309,
  "elements": ["Sc", "S", "S", "F", "F", "F", "F", "F", "F", "O", "O", "O", "O", "O", "O", "N", "N", "N", "N", "N", "N", "C", "C", "C", "C", "C", "C", "C", "C", "C", "C", "C", "C", "C", "C", "C", "C", "C", "C", "C", "C", "C", "C", "C", "C", "C", "C", "C", "C", "C", "C", "C", "C", "C", "C", "C", "C", "H", "H", "H", "H", "H", "H", "H", "H", "H", "H", "H", "H", "H", "H", "H", "H", "H", "H", "H", "H", "H", "H", "H", "H", "H"],
  "coordinates": [[-0.4099, -0.6251, 0.2000], [-2.0711, 0.2512, 2.4390], [-2.5229, -2.3181, 2.3247], [-0.4269, -2.2777, 3.9513], [-3.6097, 1.6745, 3.9963], [-2.2040, -3.2278, 4.7340], [-1.7276, 1.0956, 4.9090], [-1.7652, 2.6398, 3.3907], [-1.0042, -4.2477, 3.2480], [0.6032, -2.8801, 0.2482], [-3.5749, -3.2596, 2.1789], [2.0439, -0.3791, -2.0805], [-2.5912, 0.8819, 1.2622], [-1.6614, -2.1055, 1.1651], [-0.6483, -0.0352, 2.3824], [-0.5087, 1.6401, -0.1567], [-2.0934, 4.4222, -3.6895], [1.6055, -0.4957, 0.5125], [2.2140, 0.7467, 0.6584], [-2.9452, -0.9452, 2.9742], [-2.9121, -0.9949, -1.0830], [-1.0074, 2.1635, -1.2717], [-2.3131, 1.4944, 3.7890], [3.1820, 5.0601, -1.2203], [-4.9228, -2.2128, -0.6298], [2.7387, -3.4562, 3.2325], [-4.5647, -3.1786, -1.5543], [3.5696, 5.5159, 0.0164], [3.2367, -2.1749, 3.3875], [2.1315, 1.0598, -1.7846], [-1.3389, -1.6390, -2.7521], [-0.2960, -1.0434, -2.0148], [1.8522, -3.7323, 2.1937], [2.8293, 2.8385, -0.3103], [1.0393, -1.2289, -4.0917], [-2.5994, -1.8968, -2.0213], [2.8097, 3.7162, -1.4212], [2.8621, -1.1625, 2.5180], [-1.6596, 4.0263, -2.7012], [2.4222, 3.2449, -2.7132], [3.2339, 3.3251, 0.9408], [-1.1302, 3.5344, -1.4704], [-1.4486, -3.0597, 3.6513], [-0.7342, 4.4003, -0.4507], [-1.2268, -1.9767, -4.0989], [-0.1323, 2.4758, 0.8199], [0.8530, -0.8873, -2.7665], [-0.0354, -1.7733, -4.7737], [-0.2340, 3.8533, 0.7110], [2.1435, 1.9207, -2.8799], [1.9563, -1.4132, 1.4817], [3.5996, 4.6407, 1.1079], [0.1428, -4.1873, -0.0356], [1.4568, -2.7284, 1.3359], [2.3788, 1.4517, -0.4406], [-3.3956, -3.0092, -2.2761], [-4.0649, -1.1439, -0.4326], [-0.8123, 5.4706, -0.5846], [-0.4759, -4.1045, -0.9275], [3.9359, -1.9627, 4.1867], [2.3819, 3.9347, -3.5454], [3.8595, 6.5515, 0.1464], [3.2622, -0.1641, 2.6054], [0.0651, -2.0372, -5.8174], [3.9006, 5.0039, 2.0826], [-5.8353, -2.2892, -0.0563], [0.0983, 4.4763, 1.5285], [-3.0863, -3.7394, -3.0118], [-1.3073, 1.4662, -2.0445], [-0.4628, -4.5919, 0.7775], [1.9115, 1.5317, -3.8676], [-2.0833, -2.3752, -4.6296], [1.4728, -4.7374, 2.0698], [0.2884, 2.0330, 1.7089], [0.9869, -4.8512, -0.2306], [3.0416, -4.2532, 3.8982], [2.8233, -0.6087, -2.6076], [1.9929, -1.0824, -4.5900], [3.1684, 5.7360, -2.0680], [-4.3110, -0.3648, 0.2775], [-5.1839, -4.0519, -1.7125], [3.2448, 2.6326, 1.7724]],
  "atomic_forces_ev_per_a": [[0.599, -0.434, -0.687], [-0.977, 0.937, 1.061], [0.094, -0.735, 0.745], [-0.045, -0.042, -0.019], [0.084, 0.007, -0.009], [0.024, 0.012, -0.045], [-0.051, -0.018, -0.064], [-0.022, -0.060, 0.029], [-0.037, 0.016, -0.031], [0.257, 0.215, 0.113], [-0.237, 0.174, -0.026], [0.024, 0.189, -0.432], [-0.300, -0.072, -0.081], [-0.301, -0.524, 0.120], [0.327, 0.393, 0.136], [-0.006, 0.340, 0.047], [0.038, -0.027, 0.071], [-0.734, -0.075, 0.049], [0.406, 0.780, 0.068], [0.123, -0.041, -0.231], [0.040, -0.033, 0.022], [0.040, -0.048, -0.238], [0.037, -0.207, 0.083], [0.031, 0.089, 0.070], [-0.011, 0.063, -0.035], [0.051, -0.054, 0.046], [0.039, -0.004, -0.044], [-0.038, 0.042, -0.083], [-0.041, -0.069, 0.025], [0.050, 0.426, 0.352], [0.203, 0.180, 0.199], [0.559, 0.015, -0.710], [-0.222, -0.161, -0.182], [-0.015, 0.372, -0.218], [0.240, 0.058, 0.064], [-0.146, 0.084, -0.035], [-0.052, -0.157, 0.205], [-0.164, -0.005, 0.015], [-0.122, 0.111, -0.329], [-0.030, 0.010, -0.197], [0.010, -0.010, 0.074], [0.156, -0.134, 0.396], [-0.084, 0.003, -0.048], [-0.014, -0.067, -0.149], [-0.019, -0.037, -0.039], [0.060, 0.220, -0.067], [-0.439, -0.322, 0.128], [-0.069, -0.069, -0.026], [0.038, -0.070, 0.021], [-0.010, 0.011, -0.165], [0.544, -0.153, -0.295], [-0.021, -0.038, 0.075], [-0.174, -0.020, -0.145], [0.362, 0.274, 0.217], [-0.080, -1.162, 0.136], [-0.038, -0.002, 0.011], [-0.156, 0.081, -0.070], [-0.007, 0.001, 0.003], [0.030, 0.001, -0.013], [0.000, 0.015, -0.006], [0.029, -0.035, -0.016], [-0.014, -0.002, -0.011], [0.024, -0.004, -0.016], [-0.026, 0.023, -0.010], [0.032, -0.031, -0.006], [0.012, 0.001, 0.020], [0.012, 0.008, -0.008], [0.009, 0.007, 0.010], [-0.024, 0.006, 0.009], [0.029, 0.041, 0.033], [-0.042, 0.012, 0.028], [0.031, -0.051, 0.011], [0.012, -0.014, -0.006], [0.046, -0.088, -0.035], [0.011, 0.008, -0.001], [-0.018, 0.008, 0.007], [0.101, -0.159, 0.089], [-0.032, 0.038, -0.005], [-0.009, -0.020, -0.007], [0.046, -0.045, 0.066], [-0.016, 0.011, -0.008], [-0.018, 0.015, -0.005]],
  "mulliken_charge": [-1.62, 1.49, 1.22, -0.22, -0.21, -0.23, -0.21, -0.16, -0.21, 0.35, -0.66, 0.00, -0.67, -0.33, -0.69, 1.65, -0.58, 1.24, -0.80, -0.80, 0.49, -0.43, 0.48, -0.87, -0.94, -0.88, -0.64, -0.60, -0.85, 0.54, 0.86, 0.38, -0.55, 0.94, -0.82, 0.71, 1.33, -0.91, -0.41, -1.75, -0.44, -0.19, 0.64, -0.38, -0.78, 0.08, 0.50, -1.13, -1.38, -0.07, 0.79, -0.80, -0.95, 0.66, -1.02, -1.20, -0.39, 0.56, 0.13, 0.41, 0.38, 0.41, 0.51, 0.43, 0.41, 0.45, 0.53, 0.48, 0.65, 0.28, 0.44, 0.58, 0.42, 0.58, 0.39, 0.41, 0.72, 0.48, 0.41, 0.62, 0.42, 0.32]
}